*1*
Below is C5H9NS2 as an isolated structure, with properties calculated with ωB97M-V/def2-TZVPD.

Structure (ORCA input):
```
! wB97M-V def2-TZVPD RIJCOSX def2/J DEFGRID3
* xyz 0 1
C 1.96824 1.33443 1.43446
C 0.64166 -0.36623 -0.21712
C -1.21650 1.23053 -0.68457
C 0.04157 -1.57026 -0.01744
C -1.39550 -1.91909 -0.37530
H 2.94845 1.75732 1.41674
H 1.31469 2.17857 1.01611
H 1.56183 0.98921 2.43502
H 0.17616 0.65513 -2.13123
H -1.63495 0.93575 0.34861
H 0.68654 -2.15491 0.69403
H -2.24800 -1.18417 0.25762
H -1.28313 -1.63195 -1.64729
H -1.66770 -3.18968 -0.04388
N -0.15812 0.49330 -1.06904
S 2.25330 0.03026 0.19922
S -1.98852 2.41179 -1.61594
*
```

M (g/mol): 147.268
Orbital gap (eV): 8.779

=====

*2*
Below is one molecule with the formula C5H9NS2, with properties calculated with ωB97M-V/def2-TZVPD.

Structure (ORCA input):
```
! wB97M-V def2-TZVPD RIJCOSX def2/J DEFGRID3
* xyz 0 1
C -1.42427 1.05801 -0.05716
C -0.52972 -0.19524 2.86727
C 0.43609 -0.22170 -0.98718
C 1.75757 0.12296 -0.37503
C 0.35587 -1.38672 -1.92052
N -0.60099 0.48551 -0.78651
S -1.36478 0.99683 2.13258
S -2.32921 2.43462 -0.49742
H -1.04435 -1.04091 3.29673
H 0.54791 -0.19909 2.86331
H 1.61799 0.76241 0.49235
H 2.38581 0.64885 -1.09485
H 2.27988 -0.78505 -0.07462
H 1.22800 -1.42742 -2.57160
H -0.54371 -1.32750 -2.52719
H 0.32728 -2.31932 -1.35604
H -3.09936 2.39376 0.59591
*
```

M (g/mol): 147.268
Orbital gap (alpha / beta) (eV): 7.259 / 7.258

=====

Energy ordering: *2* at the bottom, the next structure 8.6 kcal/mol above.